Record 1
Here is 15 unconnected molecules or ions with the total composition C81H180F12N13O12P2 at a distorted geometry from the Open Molecules 2025 dataset. Energies are from ωB97M-V/def2-TZVPD.

Atoms and positions in Å:
H: -1.567 2.346 -7.732
H: -2.198 -5.268 1.541
H: 2.114 2.005 11.809
H: 1.015 4.813 4.610
H: 3.026 -6.436 4.174
H: -0.488 -8.907 3.409
H: 2.669 1.530 -10.237
H: 2.517 0.105 2.943
H: 0.821 8.207 -4.690
H: -1.899 4.973 -4.612
H: -6.303 1.246 -7.042
H: 0.671 -5.165 4.005
C: 1.206 1.659 1.112
C: -4.523 2.588 -3.389
H: -5.664 -6.071 3.827
C: -5.874 -2.647 -6.852
H: -6.446 0.606 -4.245
C: -7.013 -2.172 -7.758
H: -0.413 -3.243 2.564
H: 5.089 -6.987 3.070
H: -0.425 7.963 -2.624
H: -2.360 2.199 4.075
H: -2.807 8.844 5.477
C: -1.180 -3.487 3.298
H: -0.195 2.901 -10.338
C: 2.112 -0.872 2.681
H: 4.541 -8.015 7.146
H: -0.761 9.460 4.114
C: 1.215 -5.124 -4.733
H: 1.086 10.321 -8.734
C: -0.229 6.039 -3.530
H: -3.824 1.838 -5.237
C: 1.030 2.948 -8.713
N: -0.711 7.427 -6.023
H: 0.512 -0.531 -8.225
H: 4.439 -6.078 -5.870
C: 5.950 -3.705 5.243
C: -0.568 -6.091 -1.646
H: -1.420 1.204 -9.192
H: -1.614 -3.830 -3.245
H: 5.263 -6.098 6.616
C: 1.448 1.834 10.963
H: -3.904 2.582 4.783
C: 1.592 0.897 -4.294
C: -2.295 7.650 -6.089
C: 0.405 5.379 5.314
H: 0.640 -5.103 -5.660
H: 2.524 -0.047 10.576
H: 5.482 -2.723 5.176
O: -2.989 -1.191 -1.828
H: -3.562 3.269 3.203
H: -0.308 10.244 -6.449
H: 0.402 -3.350 -1.769
H: -0.052 0.285 -10.512
H: 2.674 -2.976 3.022
H: 0.584 5.882 -6.219
F: 5.578 4.209 3.133
H: -1.020 -6.855 -3.739
C: -0.350 -7.832 3.288
H: 6.357 -3.614 6.250
F: -4.700 5.008 -0.450
H: -1.346 0.892 1.605
H: -0.317 4.282 -4.521
H: -5.417 2.598 -5.385
N: 3.403 3.662 -4.096
C: 1.643 -0.877 1.254
O: 2.533 4.464 -4.402
C: -1.092 1.478 -8.189
C: 0.832 1.458 8.008
C: -1.481 7.167 5.413
C: -1.741 5.204 3.758
F: 2.483 4.830 2.343
H: -0.771 1.090 -2.320
C: -0.265 8.127 -4.728
H: 6.160 -10.366 4.535
H: 1.206 1.718 2.200
H: 1.607 -6.087 -1.897
C: -0.808 7.433 -3.496
H: -2.379 -7.562 2.728
C: -0.690 0.453 10.519
H: -0.500 1.910 11.905
C: 0.255 2.708 0.569
H: 0.643 -7.712 2.855
H: 1.024 -0.267 -5.992
C: 0.299 0.006 -0.645
H: 0.405 2.269 8.598
C: 0.131 2.527 -0.969
F: 3.631 2.863 2.469
H: -3.155 7.581 4.346
C: -0.296 -7.100 4.628
O: 4.122 -1.555 -0.788
C: 2.773 -5.013 -4.771
H: -1.878 7.349 -3.308
C: 6.664 -8.420 3.785
H: -1.167 -0.892 1.316
C: -1.263 -6.045 -3.052
O: 5.376 -1.456 -2.529
H: 3.275 -7.074 -5.161
H: -1.434 -4.770 -4.751
C: -1.566 8.899 3.640
H: 2.098 3.013 -8.506
H: 0.011 -2.945 -5.445
C: 5.453 -6.139 5.543
H: -2.349 5.963 3.268
C: -2.523 4.306 4.792
C: -4.055 -0.170 -6.669
H: 1.854 1.443 -11.688
C: 0.973 0.217 -10.145
H: 0.565 -7.557 5.115
H: 0.010 1.049 7.420
H: -0.848 -3.028 4.229
H: -0.543 9.180 -4.776
H: 3.209 -4.015 -4.820
C: 0.440 -2.802 -4.453
C: 4.912 -8.419 6.203
H: 1.381 -1.051 3.469
H: 1.237 3.646 -10.772
H: 2.903 -6.745 5.989
H: -6.902 -2.635 -8.738
H: 3.636 -1.822 3.932
H: -1.492 -0.150 10.944
H: -1.022 5.462 -6.866
C: 0.764 0.685 -5.530
C: 0.112 -0.448 9.533
N: 1.325 0.240 8.897
H: -0.223 7.736 -8.134
H: -4.785 -0.058 -3.978
C: -0.483 5.846 -6.001
C: -1.419 -7.252 2.317
H: -0.546 -5.457 1.602
N: -5.396 -0.274 -5.883
H: 1.471 -2.451 -4.488
C: 5.245 -7.844 3.726
H: 2.765 -8.092 4.830
N: -2.239 -0.733 6.257
H: -1.279 -5.631 -0.960
H: -2.193 9.556 3.037
H: -0.452 9.971 -9.592
H: -1.479 9.510 -7.633
F: -3.449 6.678 0.835
C: 0.983 -4.067 -2.349
H: 1.154 2.615 -1.337
H: 6.486 -6.142 5.198
C: 0.040 8.187 -7.177
H: 7.509 -7.734 3.741
F: -3.028 6.230 -1.448
H: 3.082 1.469 9.676
H: -4.983 -2.665 -7.481
C: 1.431 -1.816 7.183
F: -3.100 4.538 1.333
N: -2.982 -2.019 -0.893
H: 6.256 -9.958 6.783
C: -0.840 5.227 -4.667
H: 7.074 -8.335 6.557
H: -2.656 8.573 -5.637
H: -1.299 0.590 -7.592
H: 1.089 7.911 -7.064
H: 4.825 -4.998 3.884
C: 2.173 -0.809 8.149
C: -0.436 9.641 -7.347
H: -2.669 7.338 -7.065
N: 4.257 -1.522 -2.028
H: -6.100 -3.693 -6.647
P: -3.132 5.360 -0.051
H: -4.089 -5.085 2.448
N: 4.704 -7.401 5.082
H: -0.041 -2.149 -3.725
H: 7.769 -9.935 4.939
C: -6.783 -0.697 -8.025
O: -2.220 -1.919 6.326
F: 3.430 4.298 4.337
H: -2.696 -4.544 5.235
C: -5.359 -5.089 4.188
F: 4.381 4.896 1.246
C: -0.607 1.187 -1.247
H: 2.740 -3.523 7.497
H: -0.281 11.371 -8.754
C: -5.654 -1.761 -5.613
H: -1.201 4.662 2.982
H: -4.014 0.816 -7.132
N: -0.714 6.161 4.456
H: 2.191 1.678 0.645
H: 2.682 0.893 -4.307
H: 2.714 -6.146 -6.559
H: -0.656 2.858 1.148
C: -6.566 0.220 -6.785
C: -2.347 8.210 4.719
H: -0.298 0.561 -5.318
C: -4.046 -4.800 3.499
N: 0.609 0.225 0.852
H: -0.283 -5.090 5.438
H: 1.247 -1.809 0.852
H: -1.145 -7.415 5.236
H: -0.473 -7.130 -1.330
H: 4.264 -9.282 6.053
H: 0.816 3.613 0.803
C: -4.798 1.954 -4.761
H: 1.042 6.151 5.746
H: -0.712 7.660 6.009
H: -7.918 -2.449 -7.216
H: -3.371 4.914 5.107
P: 3.997 4.503 2.759
H: -0.485 -0.045 2.715
C: -0.683 0.028 1.646
N: -1.450 -4.993 3.544
H: -7.647 -0.355 -8.595
H: -0.539 5.675 -2.551
C: -2.844 -5.177 4.361
C: -0.947 7.948 2.615
O: 3.201 -1.419 -2.700
H: 0.973 -1.271 6.358
H: 0.607 -2.269 7.734
C: 4.951 -4.852 4.957
O: -4.000 -2.307 -0.214
C: -3.111 2.985 4.154
H: -1.634 7.583 1.851
C: -5.418 0.571 -4.604
F: -1.557 5.813 0.137
C: 1.649 1.537 -10.621
H: 2.620 -1.382 8.962
H: 2.120 0.319 -8.241
H: -0.101 -1.007 -0.701
H: 3.156 -5.179 -3.764
H: -5.328 -5.149 5.276
H: 1.841 -3.695 6.120
O: -1.929 -2.609 -0.558
H: 1.117 -5.240 -0.580
F: -2.691 3.946 -0.812
H: 1.924 -3.529 -2.244
C: 0.222 1.172 11.555
H: 1.264 0.179 -3.543
H: -6.131 -4.371 3.910
C: 0.880 2.790 -10.198
H: -3.971 -0.830 -7.532
H: 1.535 -0.659 -10.469
H: -4.522 3.666 -3.553
H: -0.396 8.715 2.071
O: 3.537 3.282 -2.928
C: 6.773 -9.509 4.814
C: -1.435 -5.720 2.174
H: 4.031 -4.492 5.418
C: 0.817 -5.391 -1.617
H: -3.656 2.197 -2.857
O: 4.246 3.485 -5.016
H: 1.637 1.913 7.431
H: 1.021 -6.154 -4.435
H: 2.408 -0.634 0.516
H: -0.442 3.356 -1.385
H: -2.961 -6.226 4.633
H: 0.541 0.599 12.426
H: -4.814 -2.166 -5.049
C: -1.072 -4.640 -3.731
H: 0.798 7.484 3.770
H: -0.002 4.860 6.182
C: 2.360 -2.914 6.677
H: 6.810 -3.775 4.577
H: 0.849 5.908 -3.435
C: 2.254 0.836 9.996
H: -1.897 4.166 5.674
C: 3.366 -6.122 -5.685
C: 3.208 -7.113 5.009
H: -3.258 -0.457 -5.982
H: -1.140 1.275 9.962
H: 4.505 -8.587 3.430
H: -2.347 -6.045 -2.931
H: 6.722 -8.994 2.859
C: 3.174 -2.009 2.963
C: -0.002 10.322 -8.663
N: 0.463 1.665 -8.000
O: -1.660 -0.193 5.350
N: 0.390 -4.179 -3.780
H: 4.030 -2.165 2.306
H: -2.742 6.924 -5.410
F: 4.302 6.049 3.221
H: -6.596 -1.602 -5.088
H: 3.239 -2.570 6.131
H: -4.094 -3.716 3.398
H: -1.627 1.273 -0.872
H: -0.575 -0.795 8.762
H: 0.429 3.756 -8.296
C: 6.350 -9.056 6.179
O: -2.841 -0.111 7.156
H: -5.372 2.462 -2.717
H: -2.045 6.599 6.153
H: 0.522 -1.300 10.075
C: -0.041 6.949 3.325
H: -1.277 -7.708 1.337
C: -0.275 -5.501 4.429
H: 2.871 -0.185 7.590
H: 2.024 2.150 -6.510
H: -5.956 -0.564 -8.722
H: 0.439 6.112 2.819
H: 1.346 2.802 10.472
C: 1.082 0.330 -8.574
H: 1.262 0.076 -1.150
H: -7.460 0.359 -6.177
H: -2.074 -2.907 3.069
C: 0.960 1.920 -6.461
H: 0.444 2.814 -6.109
H: 1.453 1.871 -3.824

Summary:
* net charge: +3
* E_HOMO: -10.648 eV
* gap between HOMO and LUMO: 5.470 eV

---

Record 2
Here is a single C4H5NO2S molecule at a distorted geometry from the Open Molecules 2025 dataset. Energies are from ωB97M-V/def2-TZVPD.

Atoms and positions in Å:
C: -0.636 1.712 0.011
H: -1.340 -2.863 -0.061
O: 0.265 2.612 -0.439
H: 1.108 2.075 -0.575
H: 1.711 0.951 0.790
H: -1.917 -0.631 0.106
C: -0.519 -2.153 -0.086
H: 1.714 -0.687 0.001
C: -0.866 -0.797 0.008
N: 1.316 0.247 0.105
O: -1.829 1.968 0.137
C: -0.077 0.330 0.143
S: 1.070 -2.764 -0.138

Summary:
* E_HOMO: -9.148 eV
* SMILES: N/C(=C\C=S)C(=O)O
* energy relative to the best compared isomer or geometry (same formula, charge and spin): 1.7130 eV
* gap between HOMO and LUMO: 7.515 eV

---

Record 3
Here is a single C6H12O molecule from the Open Molecules 2025 dataset. Energies are from ωB97M-V/def2-TZVPD.

Atoms and positions in Å:
H: -0.615 -0.814 -1.707
C: 0.421 1.109 0.533
H: 0.273 -3.027 -1.099
H: -1.605 1.457 1.292
C: -0.391 -2.519 -0.394
H: 2.300 1.263 -0.588
C: 1.246 1.048 -0.699
O: 1.073 1.457 1.727
H: -1.388 -2.958 -0.493
H: 0.793 1.410 -1.616
C: -0.449 -1.014 -0.642
H: 1.497 -0.822 0.424
C: 0.739 -0.238 -0.101
C: -0.955 1.728 0.446
H: -1.328 -0.613 -0.127
H: -1.494 1.535 -0.488
H: 0.637 0.941 2.420
H: -0.030 -2.737 0.617
H: -0.721 2.793 0.494

Summary:
* E_HOMO: -9.306 eV
* SMILES: CC[C@H]1C[C@]1(C)O
* energy relative to the best compared isomer or geometry (same formula, charge and spin): 1.2689 eV
* gap between HOMO and LUMO: 10.274 eV

---

Record 4
Here is a molecular structure, C29H35N3O2P2PdSe2 at a distorted geometry from the Open Molecules 2025 dataset. Energies are from ωB97M-V/def2-TZVPD.

Atoms and positions in Å:
C: 4.526 0.238 2.584
H: 3.199 -2.601 -0.618
H: 6.269 1.271 -0.129
C: -2.323 3.191 -1.528
C: 2.887 -2.238 -1.591
H: 3.121 -3.054 -4.870
H: -2.561 -5.103 0.476
N: 1.130 1.300 -0.726
C: 5.585 0.725 1.834
H: -3.647 -1.880 -0.125
C: -4.608 -4.122 1.707
H: 1.837 1.919 -1.105
H: 1.566 5.846 -2.770
C: 5.441 0.893 0.461
H: 4.142 0.680 -1.230
H: -3.150 -2.977 3.578
H: -5.203 -4.188 0.788
C: -1.822 0.927 -2.082
P: 1.515 -0.267 -0.140
H: -1.256 0.026 -1.904
C: -2.520 -4.023 0.332
H: 0.219 4.284 1.712
H: 1.710 -1.025 -5.052
N: -0.591 -0.037 4.482
H: 0.204 -0.738 2.766
C: 4.243 0.568 -0.155
C: 3.255 -2.936 -2.729
C: 3.171 0.083 0.590
C: 2.840 -2.502 -3.981
C: -3.325 -3.314 1.437
H: 4.630 0.108 3.655
C: -2.842 0.925 -3.022
H: -1.188 -4.598 2.400
P: -0.262 2.003 0.029
C: 1.678 -0.670 -2.939
C: 1.013 5.920 0.566
C: 3.322 -0.080 1.966
H: -3.048 0.023 -3.586
H: 0.286 -1.755 4.026
Se: -0.618 -3.518 0.197
C: 2.096 -1.094 -1.678
N: 0.423 -0.783 3.768
H: -0.340 0.937 4.362
C: 0.379 3.762 -0.352
C: -3.613 2.064 -3.217
H: 3.855 -3.834 -2.637
H: 1.053 0.210 -3.017
O: -1.920 -4.526 3.046
H: 0.643 3.583 -2.474
H: -1.478 -0.149 3.982
H: -2.138 4.083 -0.942
C: -3.776 -1.909 0.956
H: -3.000 -3.806 -0.624
H: 1.791 7.362 -0.823
H: -3.955 4.089 -2.588
C: -2.514 -3.253 2.733
C: 2.050 -1.368 -4.081
H: -4.421 2.061 -3.940
Se: -2.866 -0.287 1.610
Pd: -0.588 -0.803 0.465
H: -3.509 -5.438 2.598
C: 1.398 6.361 -0.691
C: 0.514 4.631 0.727
C: 0.764 4.229 -1.610
C: 1.272 5.508 -1.782
H: 6.524 0.975 2.314
H: 2.481 -0.442 2.552
C: -1.533 2.059 -1.329
H: -1.734 -2.500 2.630
O: -4.383 -5.451 2.168
H: -4.844 -1.773 1.154
C: -3.352 3.197 -2.460
H: -5.206 -3.571 2.449
H: 1.105 6.577 1.424

Summary:
* net charge: -2
* E_HOMO: -0.011 eV
* energy relative to the best compared isomer or geometry (same formula, charge and spin): 0.5052 eV
* gap between HOMO and LUMO: 4.306 eV

---

Record 5
Here is a molecular structure, C14H38N3O5V at a distorted geometry from the Open Molecules 2025 dataset. Energies are from ωB97M-V/def2-TZVPD.

Atoms and positions in Å:
C: 2.982 1.416 1.163
H: 4.559 4.918 2.454
H: -0.330 2.664 -3.431
C: -3.194 -0.292 -0.887
C: 0.606 -2.592 2.116
N: -0.011 -1.138 0.242
H: 1.263 -3.450 2.324
O: 4.716 2.982 1.575
V: -0.256 -0.893 -2.000
C: -3.908 -0.672 0.423
H: 0.636 -0.370 0.497
H: -3.705 0.380 -2.875
H: 1.089 3.407 -1.321
H: 3.345 0.792 1.982
H: 1.089 -1.776 2.647
C: 5.196 4.273 1.830
C: -0.472 -4.469 -2.239
H: 6.128 4.193 2.387
C: -3.166 -1.098 2.702
H: 5.304 4.874 0.920
H: -0.518 3.602 -0.575
C: -0.211 -3.585 -0.070
H: 2.964 3.463 0.584
H: 1.055 1.708 1.831
C: 3.315 2.894 1.452
H: -2.544 0.515 -0.544
H: -4.037 -1.684 3.003
H: 2.809 3.180 2.380
H: -1.691 2.673 -2.389
H: -0.008 -5.387 -1.883
C: -0.605 2.488 -2.380
H: -0.314 -2.962 2.573
O: 1.274 -1.170 -2.259
H: -4.861 -0.719 -2.110
H: 0.285 -4.539 0.104
H: 3.148 1.755 -0.924
N: -2.336 -1.416 -1.425
H: 4.653 1.065 -0.120
H: -2.274 -2.028 -0.605
C: 0.565 -2.454 0.607
C: 0.028 3.548 -1.522
H: -0.133 -4.298 -3.259
O: -0.290 1.186 -1.997
C: -4.198 0.134 -1.934
N: 1.519 1.238 1.055
O: -2.930 -1.204 1.297
H: -1.561 -4.533 -2.202
H: -4.288 0.275 0.816
H: -3.014 -1.975 -1.953
H: -4.814 0.982 -1.642
H: -4.765 -1.339 0.293
H: -3.328 -0.055 2.981
H: 1.572 -2.460 0.190
H: -0.056 4.518 -2.017
C: 3.567 1.055 -0.201
H: -0.848 -0.996 0.809
O: -0.058 -3.316 -1.481
H: -2.255 -1.507 3.129
H: -1.275 -3.611 0.184
H: 1.247 1.770 0.230
H: 3.343 0.039 -0.535

Summary:
* net charge: +1
* E_HOMO (alpha / beta): -11.784 / -11.825 eV
* multiplicity: 2
* energy relative to the best compared isomer or geometry (same formula, charge and spin): 1.0626 eV
* gap between HOMO and LUMO (alpha / beta): 8.057 / 8.272 eV

---

Record 6
Here is 2 unconnected molecules or ions with the total composition C3H7NOS at a distorted geometry from the Open Molecules 2025 dataset. Energies are from ωB97M-V/def2-TZVPD.

Atoms and positions in Å:
C: -0.310 -0.965 -0.189
H: -0.691 -1.098 -2.071
H: 0.843 0.134 1.069
N: -1.358 1.417 -0.052
O: -3.109 -0.452 -0.126
C: 0.059 1.427 -0.429
H: 1.658 -0.232 -0.568
H: -0.019 1.612 -1.639
H: -1.721 -0.303 1.659
H: 0.108 -1.981 0.260
H: 0.513 2.377 0.139
S: -1.824 -0.009 0.258
C: 0.739 0.097 -0.067

Summary:
* E_HOMO: -9.213 eV
* energy relative to the best compared isomer or geometry (same formula, charge and spin): 7.2956 eV
* gap between HOMO and LUMO: 8.728 eV

---

Record 7
Here is a gas-phase ion, C4H10NO (charge -1) at a distorted geometry from the Open Molecules 2025 dataset. Energies are from ωB97M-V/def2-TZVPD.

Atoms and positions in Å:
H: 0.442 -1.243 -1.155
C: -0.282 -0.515 -1.509
H: 1.212 1.511 -1.425
C: 0.360 1.864 -0.845
H: 0.921 -0.332 2.242
C: 0.633 -0.639 1.215
H: 0.021 -0.127 -2.483
C: -0.579 0.671 -0.552
H: -1.357 -0.145 1.134
H: -1.593 1.030 -0.743
H: 0.718 2.356 0.056
O: 0.331 -1.899 1.026
H: -0.105 2.634 -1.470
H: 1.438 -0.247 0.528
H: -1.235 -1.055 -1.550
N: -0.524 0.369 0.890

Summary:
* net charge: -1
* E_HOMO: -2.490 eV
* SMILES: CC(C)NC[O-]
* energy relative to the best compared isomer or geometry (same formula, charge and spin): 0.4288 eV
* gap between HOMO and LUMO: 6.765 eV